Here is a 2-piece molecular cluster, C5H8N2 overall from the Open Molecules 2025 dataset. Energies are from ωB97M-V/def2-TZVPD.

Geometry as XYZ:
```
15
Properties=species:S:1:pos:R:3
C -1.408 1.023 -0.511
C -1.299 0.030 0.569
C -1.263 -0.444 1.754
N -0.838 -1.399 0.678
H -1.476 2.034 -0.098
H -0.515 0.950 -1.144
H -2.290 0.835 -1.134
H -1.258 -0.428 2.830
H -1.616 -2.027 0.452
C 2.208 0.599 -1.198
C 2.106 -0.352 -0.290
N 2.048 -1.244 0.540
H 2.218 1.643 -0.909
H 2.314 0.332 -2.243
H 1.068 -1.553 0.704
```

- energy relative to the best compared isomer or geometry (same formula, charge and spin) (kcal per mole) = 107.4
- HOMO (eV) = -8.371
- frontier orbital gap (eV) = 9.31
- electronic energy (eV) = -8290.3407
- net charge = 0